Entry from the Open Molecules 2025 dataset: a single C16H26N2O4S molecule (ωB97M-V with the def2-TZVPD basis set).

Frontier orbital gap in eV: 9.282
Structure (SMILES): CCOc1cc(S(=O)(=O)NCCN2CCOCC2)c(C)cc1C
Largest force on an atom in eV/Å: 1.1
E_tot in a.u.: -1433.906282
2S+1: 1
E_HOMO in eV: -8.516

Atoms and positions in Å:
C 0.63891 -6.69031 1.01370
C 0.58231 -5.22405 0.61405
H 0.78996 -5.11192 -0.45821
O -0.72045 -4.75221 0.90739
C -1.02653 -3.46157 0.62727
C -0.14801 -2.53964 0.07691
C -0.56491 -1.24363 -0.17213
C -1.84958 -0.81669 0.11467
C -2.71957 -1.75569 0.66707
C -2.34071 -3.05839 0.92786
C -3.28724 -4.05476 1.51811
H -4.26201 -3.61001 1.69605
H -2.88823 -4.43533 2.45674
H -3.39669 -4.90506 0.84730
H -3.73084 -1.45332 0.89909
C -2.29742 0.58884 -0.13552
H -3.37306 0.62184 -0.29390
H -2.06307 1.21369 0.72679
H -1.79257 0.99256 -1.00854
S 0.66924 -0.15386 -0.86926
O 1.88122 -0.89262 -1.08068
O 0.12638 0.55449 -2.00324
N 0.92889 0.90731 0.41832
H 0.29261 1.69094 0.31593
C 2.27878 1.43364 0.49100
C 2.51732 2.43556 -0.64656
N 1.45473 3.42917 -0.62280
C 0.90040 3.74984 -1.92771
C -0.32267 4.64429 -1.72804
O 0.00411 5.82461 -1.02859
C 0.56763 5.51927 0.22354
C 1.81557 4.64671 0.07866
H 2.19888 4.39103 1.06856
H 2.59095 5.21392 -0.46727
H 0.81447 6.47472 0.69010
H -0.17039 4.98844 0.84545
H -0.73011 4.96194 -2.68875
H -1.09136 4.08502 -1.17285
H 0.59622 2.82164 -2.41494
H 1.63330 4.27602 -2.56348
H 2.46853 1.88189 -1.58652
H 3.51455 2.88917 -0.55994
H 2.96128 0.58849 0.40443
H 2.40159 1.90789 1.46824
H 0.86853 -2.78459 -0.18020
H 1.32694 -4.64562 1.17686
H -0.10342 -7.25613 0.45755
H 0.43011 -6.79517 2.07484
H 1.62542 -7.09234 0.80266